A cluster of 2 separate species, C24H25N4O4 in total at a distorted geometry. Source: OMol25; level of theory: ωB97M-V/def2-TZVPD.

Properties
Orbital gap = 5.69 eV
Charge = -1
HOMO = -3.4 eV

```
57
Properties=species:S:1:pos:R:3:nbo_charge:R:1
C 3.04412 -2.40975 0.71230 -0.4101
N 3.05378 -1.14636 1.41187 -0.4734
C 4.34633 -0.64541 1.61637 0.8108
O 5.34616 -1.29490 1.31954 -0.6325
N 4.42885 0.63143 2.17266 -0.4723
C 5.77185 1.13570 2.34459 -0.4118
C 3.32243 1.41389 2.56780 0.6918
O 3.49341 2.51392 3.09162 -0.5992
C 1.98241 0.85720 2.31424 -0.3207
C 0.91012 1.59359 2.71490 0.1043
C -0.49166 1.21637 2.64146 -0.1396
C -0.95408 0.00332 3.18065 -0.0593
C -2.20447 -0.50660 2.89720 -0.1163
C -3.14343 0.29215 2.18562 0.2600
N -4.41044 -0.16650 1.94683 -0.4474
C -4.89255 -1.37007 2.61062 -0.1952
C -3.81098 -2.43499 2.65076 -0.3976
C -2.54438 -1.89758 3.31438 -0.4201
C -5.45005 0.75229 1.51271 -0.1947
C -4.91909 1.72966 0.47879 -0.3970
C -3.68612 2.45807 1.00112 -0.4102
C -2.73785 1.58502 1.75088 -0.1244
C -1.45836 2.04437 2.02464 -0.1445
C 1.87065 -0.38616 1.53336 0.6861
O 0.83180 -0.78238 1.00694 -0.5908
H 2.02222 -2.76367 0.62042 0.2352
H 3.49695 -2.28149 -0.27864 0.1973
H 3.65450 -3.12150 1.27328 0.2160
H 5.70858 2.12515 2.78621 0.2415
H 6.33846 0.46030 2.99126 0.2108
H 6.27078 1.17978 1.37183 0.2006
H 1.13416 2.58150 3.11913 0.2416
H -0.28299 -0.53751 3.84662 0.2545
H -5.22019 -1.14505 3.64432 0.1693
H -5.76972 -1.73053 2.06193 0.1905
H -4.18116 -3.29682 3.20883 0.2049
H -3.57777 -2.77240 1.63421 0.2005
H -1.70306 -2.56325 3.07908 0.2234
H -2.66216 -1.92658 4.40832 0.2150
H -6.27332 0.16295 1.09514 0.1927
H -5.85585 1.32173 2.37164 0.1667
H -4.67219 1.20126 -0.44919 0.2009
H -5.69630 2.46059 0.24849 0.2027
H -3.15572 2.92117 0.16226 0.2113
H -4.00324 3.28444 1.65434 0.2022
H -1.16340 3.04869 1.70509 0.1982
N 1.17677 -0.31934 5.35635 -0.6055
C 0.84719 0.44025 6.47490 0.5626
O 0.34437 1.56567 6.33037 -0.7300
C 1.10636 -0.14492 7.79654 -0.3644
C 1.69453 -1.37585 7.92296 -0.1940
C 2.09707 -2.05413 6.75651 -0.4176
C 1.82355 -1.45056 5.51593 0.0537
H 0.79746 0.46194 8.64373 0.1954
H 1.85463 -1.81787 8.90662 0.1868
H 2.59302 -3.02157 6.77385 0.1888
H 2.15331 -1.95507 4.59663 0.1526
```